Record 1
A cluster of 2 separate species, C22H33BrF3N2O7P2 in total. Source: OMol25; level of theory: wB97M-V/def2-TZVPD.

## Properties
LUMO level   -4.05 eV
Net charge   +1

Cartesian coordinates (Å):
C1 2.1969 -0.8243 2.0099
C2 0.9746 -0.5185 1.5981
C3 0.7388 0.3591 0.4217
C4 1.1291 -0.0346 -0.8492
C5 1.7627 -1.3448 -1.2172
C6 0.7400 -2.2353 -1.9767
C7 -0.4127 -2.7246 -1.1873
F1 -1.0824 -1.8377 -0.3963
C8 -0.9237 -3.9830 -1.2852
F2 -2.1220 -4.2464 -1.7657
F3 -0.3434 -5.0845 -0.8750
N1 0.9086 0.8272 -1.8584
C9 0.3258 2.0328 -1.7458
P1 0.1832 2.9738 -3.3594
N2 1.1218 4.3934 -3.0631
O1 1.0892 2.0106 -4.3422
C10 -0.1230 2.4627 -0.5071
C11 -0.8350 3.7892 -0.3300
C12 -2.1571 3.8504 -1.0984
C13 -3.2799 3.0939 -0.3596
C14 -4.4922 2.8863 -1.2872
C15 -5.0239 1.4590 -1.2725
C16 -4.0556 0.4523 -1.9255
C17 -4.1153 -0.8959 -1.2052
C18 0.1068 1.6031 0.5788
C19 -0.3106 1.9601 1.9874
O2 -1.1107 1.2675 2.5624
O3 0.2783 3.0463 2.4909
P2 -0.5193 3.7508 3.8813
O4 -1.4604 4.8196 3.1003
Br1 1.1323 5.0580 4.5214
H1 2.3853 -1.5583 2.7817
H2 3.0612 -0.3397 1.5690
H3 0.0887 -0.8547 2.1203
H4 2.1143 -1.8587 -0.3323
H5 2.5706 -1.1205 -1.9175
H6 1.2582 -3.0931 -2.4088
H7 0.3246 -1.6886 -2.8344
H8 1.2213 0.5482 -2.7867
H9 2.0611 4.3311 -3.4518
H10 1.2492 4.4870 -2.0587
H11 1.9195 2.4280 -4.6107
H12 -1.0812 3.8667 0.7232
H13 -0.1624 4.6238 -0.5303
H14 -2.0796 3.3917 -2.0848
H15 -2.4954 4.8725 -1.2721
H16 -3.5715 3.7118 0.4932
H17 -2.8787 2.1312 -0.0285
H18 -4.2435 3.1448 -2.3200
H19 -5.2605 3.6032 -0.9916
H20 -5.3166 1.1338 -0.2724
H21 -5.9353 1.4466 -1.8750
H22 -4.4011 0.2584 -2.9419
H23 -3.0312 0.8350 -1.9556
H24 -5.1520 -1.2269 -1.1287
H25 -3.5805 -1.6712 -1.7566
H26 -3.6993 -0.8399 -0.1987
H27 -2.1079 4.3246 2.5754
C20 3.5335 -6.0993 1.1935
O5 4.6423 -6.2146 2.0842
C21 4.7041 -5.2676 3.0185
O6 3.9222 -4.3590 3.1522
O7 5.7695 -5.4983 3.7744
C22 5.9665 -4.5569 4.8344
H28 3.6150 -6.9288 0.4977
H29 2.5932 -6.1718 1.7370
H30 3.5783 -5.1589 0.6452
H31 5.1218 -4.5696 5.5199
H32 6.1120 -3.5551 4.4350
H33 6.8634 -4.8730 5.3572

Atom charges from the Löwdin analysis, given in e for atoms 1 to 8: C 0.072; C -0.110; C -0.082; C -0.145; C -0.072; C -0.101; C -0.206; F 0.066

***

Record 2
A cluster of 2 separate species, C22H33ClF12O6P in total. Source: OMol25; level of theory: wB97M-V/def2-TZVPD.

## Properties
LUMO level   1.96 eV
Energy relative to the best compared isomer or geometry (same formula, charge and spin)   0.0 kcal per mole
Net charge   -1

Cartesian coordinates (Å):
C1 -2.3684 1.7217 5.7286
C2 -1.8356 1.2487 4.7376
C3 -1.2466 0.6108 3.5091
C4 -0.1618 -0.3063 4.0892
F1 0.0966 -1.3360 3.2227
C5 1.1153 0.3976 4.5499
C6 2.3499 -0.0117 3.7371
O1 -2.3167 -0.0703 2.9929
P1 -2.7381 0.4313 1.3872
O2 -4.1281 1.3339 1.9029
C7 -3.0509 1.0157 -0.4034
C8 -2.3725 0.1547 -1.5037
C9 -0.8833 0.5202 -1.7078
C10 0.2130 -0.4890 -1.2937
C11 -0.2108 -1.8578 -0.7684
C12 1.0348 -2.7253 -0.6214
O3 1.6536 -2.3660 0.5898
C13 2.8893 -3.0129 0.7879
C14 -3.7229 -1.1511 1.2027
C15 -4.7067 -1.4007 2.3430
O4 -6.0347 -1.4808 1.8217
C16 -4.4719 -2.7240 3.0899
F2 -4.6971 -2.5357 4.4035
F3 -5.3145 -3.6671 2.7334
F4 -3.2498 -3.1791 3.0076
O5 -1.8016 1.9622 1.6663
C17 -0.8641 1.8785 2.6403
Cl1 0.7355 1.8454 1.7489
H1 -3.0654 2.0466 6.4439
H2 -0.6090 -0.7693 4.9624
H3 1.3173 0.1041 5.5764
H4 1.0040 1.4732 4.5577
H5 2.8642 -0.8442 4.2076
H6 3.0642 0.8057 3.6893
H7 2.1066 -0.2632 2.7148
H8 -1.4751 -0.0864 0.9434
H9 -3.9739 2.2570 1.7056
H10 -2.7438 2.0480 -0.5445
H11 -4.1184 0.9893 -0.6362
H12 -2.8943 0.4433 -2.4170
H13 -2.5796 -0.9028 -1.3641
H14 -0.7093 1.4433 -1.1655
H15 -0.7399 0.7835 -2.7541
H16 0.8836 -0.0564 -0.5585
H17 0.8424 -0.6746 -2.1634
H18 -0.8565 -2.3387 -1.4996
H19 -0.6734 -1.8394 0.2110
H20 0.7641 -3.7875 -0.6110
H21 1.7022 -2.5660 -1.4769
H22 2.8666 -4.0021 0.3307
H23 3.6966 -2.3948 0.3851
H24 3.0690 -3.0854 1.8544
H25 -3.0141 -1.9594 1.0496
H26 -4.2802 -1.0612 0.2800
H27 -4.7170 -0.6148 3.0896
H28 -6.1356 -0.7570 1.1996
H29 -0.9347 2.7558 3.2671
C18 4.7336 0.8597 -5.4117
C19 3.6970 -0.1100 -4.8082
C20 2.2785 -0.0984 -5.3857
F5 1.6687 1.0881 -5.2207
F6 1.5361 -1.0237 -4.7398
F7 3.6605 0.0556 -3.4725
F8 4.1797 -1.3672 -5.0365
O6 5.0079 2.0728 -4.7160
C21 4.2666 3.2202 -4.9222
C22 3.5349 3.6679 -3.6530
F9 2.6935 2.7167 -3.2210
F10 2.8117 4.7786 -3.9251
F11 3.4351 3.0928 -5.9720
F12 5.1467 4.1960 -5.2470
H30 5.6782 0.3201 -5.3566
H31 4.5611 1.0338 -6.4735
H32 2.2869 -0.3449 -6.4520
H33 4.2511 3.8884 -2.8583

Atom charges from the Löwdin analysis, given in e for atoms 1 to 8: C 0.136; C -0.047; C -0.468; C -0.288; F 0.014; C -0.192; C -0.139; O -0.190

***

Record 3
The ion C22H33F2N2Si with charge +1. Source: OMol25; level of theory: wB97M-V/def2-TZVPD.

## Properties
LUMO level   -3.12 eV
SMILES   CCCCN[N@@H+](Cc1ccccc1)C(F)(F)CC[Si](C)(C)c1ccccc1
Net charge   +1

Cartesian coordinates (Å):
C1 -2.7715 -3.3065 0.4265
C2 -3.8236 -2.0685 0.0281
C3 -2.9774 -0.6321 0.1691
C4 -3.4296 0.3664 -1.0445
N1 -2.5413 1.5629 -1.2785
N2 -1.2874 1.2457 -1.7552
C5 -1.4735 0.9423 -3.2571
C6 -0.9759 -0.6329 -3.5134
C7 -2.0252 -1.9051 -3.6260
C8 -1.5297 -3.4842 -3.8367
C9 0.0792 -3.7964 -3.9379
C10 1.1744 -2.5780 -3.8814
C11 0.6438 -1.0180 -3.6736
C12 -0.2360 2.3212 -1.6284
F1 1.0725 1.9626 -2.2959
F2 -0.8239 3.5608 -2.2622
C13 0.1631 2.7513 -0.0997
C14 0.1693 1.5388 0.9978
Si1 1.8782 0.7160 1.3168
C15 3.2381 1.1060 0.0127
C16 1.5656 -1.2203 1.4249
C17 2.5607 1.2089 3.0775
C18 3.6679 2.4421 3.2519
C19 4.2709 2.8606 4.7496
C20 3.8321 2.0749 6.1473
C21 2.7365 0.8553 5.9730
C22 2.1176 0.4276 4.4819
H1 -3.3080 -4.3507 0.5032
H2 -1.8934 -3.3998 -0.3632
H3 -2.2663 -3.0307 1.4540
H4 -4.1172 -2.2911 -1.1073
H5 -4.7374 -2.1329 0.7560
H6 -3.0997 -0.1862 1.2542
H7 -1.8343 -0.9636 0.0756
H8 -3.6235 -0.3047 -1.9921
H9 -4.4998 0.8007 -0.7430
H10 -2.5335 2.1708 -0.4334
H11 -0.8677 0.3637 -1.3574
H12 -0.8413 1.6393 -3.9513
H13 -2.5918 1.0435 -3.6077
H14 -3.1974 -1.7572 -3.5604
H15 -2.3556 -4.3448 -3.8718
H16 0.4439 -4.9048 -4.0513
H17 2.3386 -2.8012 -3.9887
H18 1.4691 -0.1847 -3.6424
H19 -0.6258 3.5778 0.2395
H20 1.2165 3.3106 -0.0697
H21 -0.1656 2.0260 2.0351
H22 -0.5993 0.6832 0.7866
H23 3.4732 0.1208 -0.5780
H24 3.0334 2.0454 -0.6540
H25 4.2299 1.3566 0.6285
H26 0.6728 -1.4154 2.1934
H27 1.3539 -1.7033 0.3766
H28 2.5440 -1.6537 1.9376
H29 4.0695 3.0653 2.3356
H30 5.0483 3.7519 4.8877
H31 4.2586 2.3294 7.2103
H32 2.3993 0.2762 6.9475
H33 1.3316 -0.4379 4.3836

Atom charges from the Löwdin analysis, given in e for atoms 1 to 8: C -0.146; C -0.224; C -0.193; C -0.163; N -0.020; N -0.086; C -0.062; C -0.122

***

Record 4
A structure of composition C22H33HgNO3P2. Source: OMol25; level of theory: wB97M-V/def2-TZVPD.

## Properties
LUMO level (alpha / beta)   -2.24 / -2.82 eV
<S²>   0.75
Energy relative to the best compared isomer or geometry (same formula, charge and spin)   0.0 kcal per mole
Multiplicity   2
Net charge   +1

Cartesian coordinates (Å):
C1 -1.1976 -1.8897 -4.6536
C2 -1.1979 -1.0407 -5.8936
H1 -1.2292 -2.9532 -4.9009
H2 -2.0988 -1.6498 -4.0586
C3 -1.0669 0.2781 -5.7099
C4 -0.7220 0.7928 -4.3169
H3 -1.6570 0.7674 -3.7209
H4 -0.3719 1.8359 -4.3447
C5 -1.4313 -1.6852 -7.2251
H5 -1.2457 -2.7649 -7.1694
H6 -0.7626 -1.2949 -8.0068
H7 -2.4562 -1.5594 -7.6045
C6 -1.4457 1.2061 -6.8054
H8 -2.4659 0.9743 -7.1535
H9 -0.7738 1.0889 -7.6673
H10 -1.4208 2.2483 -6.4890
Hg1 -0.1846 0.1641 1.6456
O1 -0.1372 -0.2383 -1.2734
C7 0.5203 0.2804 -2.1678
O2 0.5020 1.9164 0.1337
C8 1.4507 1.9206 -0.6572
O3 2.5252 2.6758 -0.4751
N1 1.5324 1.2136 -1.8531
C9 3.4611 2.4518 -1.5678
C10 2.7701 1.5678 -2.5711
H11 4.3463 1.9688 -1.1471
H12 3.7424 3.4235 -1.9797
H13 3.3642 0.6780 -2.7989
H14 2.5372 2.1019 -3.5003
C11 0.3155 -0.0677 -3.6663
C12 0.0073 -1.5757 -3.8278
H15 1.2601 0.1399 -4.1919
H16 -0.0740 -2.0366 -2.8362
H17 0.8964 -1.9982 -4.3146
C13 1.4824 -2.6682 3.0702
P1 1.0575 -0.9633 3.4649
C14 2.6077 -0.1107 3.8742
C15 0.1150 -1.0365 5.0166
C16 0.4469 -1.9219 6.0469
C17 -0.3033 -1.9278 7.2274
C18 -1.3744 -1.0450 7.3885
C19 -1.7080 -0.1484 6.3686
C20 -0.9896 -0.1593 5.1674
P2 -1.4209 0.8968 3.7518
C21 -0.9290 2.5774 4.2675
C22 -3.2276 0.8652 3.6359
H18 2.0181 -2.6890 2.1119
H19 0.5616 -3.2583 2.9787
H20 2.1164 -3.0977 3.8576
H21 2.3927 0.8574 4.3443
H22 3.1965 -0.7236 4.5703
H23 3.1844 0.0566 2.9550
H24 1.2888 -2.6088 5.9282
H25 -0.0440 -2.6325 8.0196
H26 -1.9569 -1.0606 8.3119
H27 -2.5303 0.5543 6.5155
H28 0.0221 2.5320 4.8209
H29 -0.7957 3.1939 3.3651
H30 -1.7105 3.0121 4.9112
H31 -3.6138 1.8890 3.5263
H32 -3.6708 0.3948 4.5251
H33 -3.5076 0.2818 2.7471

Atom charges from the Löwdin analysis, given in e for atoms 1 to 8: C -0.151; C -0.258; H 0.118; H 0.136; C -0.251; C -0.107; H 0.146; H 0.125

***

Record 5
A structure of composition C22H33KNO3P2. Source: OMol25; level of theory: wB97M-V/def2-TZVPD.

## Properties
LUMO level (alpha / beta)   -2.94 / -3.30 eV
Energy relative to the best compared isomer or geometry (same formula, charge and spin)   102.0 kcal per mole
Net charge   +1

Cartesian coordinates (Å):
C1 -1.1168 -1.9437 -5.7503
C2 -1.9336 -0.9626 -6.2176
H1 -1.5678 -2.8894 -5.4844
H2 -0.0770 -2.0027 -6.0519
C3 -2.2742 0.3589 -5.7816
C4 -2.2121 1.0183 -4.5642
H3 -2.5463 0.6211 -3.5986
H4 -2.0894 2.0905 -4.5812
C5 -2.3937 -1.4655 -7.5573
H5 -2.0836 -2.4970 -7.7262
H6 -1.9752 -0.9095 -8.3878
H7 -3.4672 -1.4534 -7.6701
C6 -2.8754 1.1847 -6.9193
H8 -3.8410 0.7986 -7.2676
H9 -2.2026 1.1496 -7.7798
H10 -3.0110 2.2285 -6.6321
K1 -1.0121 1.2745 1.7220
O1 -0.1161 0.3727 -0.3661
C7 0.8935 0.3850 -1.0959
O2 0.8822 2.6654 0.6611
C8 1.5033 2.6532 -0.4086
O3 2.3201 3.6260 -0.8244
N1 1.5192 1.6059 -1.3587
C9 2.9261 3.2223 -2.1033
C10 2.1865 2.0113 -2.6027
H11 3.9824 2.9857 -1.9449
H12 2.8338 4.0687 -2.7760
H13 2.7965 1.1976 -3.0112
H14 1.4117 2.3133 -3.3295
C11 1.3278 -0.9064 -1.5763
C12 0.6364 -1.9625 -1.0673
H15 2.2447 -1.0311 -2.1210
H16 -0.3751 -1.8130 -0.7407
H17 1.0282 -2.9613 -1.1225
C13 -0.4462 -3.4383 4.3833
P1 -0.6057 -1.9204 3.3538
C14 -2.4361 -1.8625 3.1506
C15 -0.4178 -0.6705 4.7018
C16 -1.3191 -0.6175 5.7636
C17 -1.1742 0.3545 6.7560
C18 -0.1175 1.2630 6.6972
C19 0.7998 1.2174 5.6421
C20 0.6658 0.2587 4.6352
P2 1.7710 0.1569 3.1532
C21 2.5577 1.8045 3.1737
C22 3.1218 -0.8889 3.8204
H18 -0.4201 -4.3055 3.7100
H19 -1.2917 -3.5273 5.0777
H20 0.4960 -3.3964 4.9461
H21 -2.9232 -2.4158 3.9649
H22 -2.8175 -0.8287 3.1354
H23 -2.6778 -2.3438 2.1912
H24 -2.1416 -1.3350 5.8225
H25 -1.8918 0.3903 7.5769
H26 0.0024 2.0130 7.4791
H27 1.6204 1.9367 5.6102
H28 3.3154 1.8557 3.9672
H29 3.0298 1.9627 2.1930
H30 1.8079 2.5976 3.3076
H31 3.5430 -0.4276 4.7232
H32 2.7322 -1.8884 4.0557
H33 3.8949 -0.9782 3.0444

Atom charges from the Löwdin analysis, given in e for atoms 1 to 8: C 0.032; C -0.327; H 0.070; H 0.071; C -0.305; C 0.037; H 0.052; H 0.036

***

Record 6
The molecule C22H33N3O. Source: OMol25; level of theory: wB97M-V/def2-TZVPD.

## Properties
LUMO level   0.62 eV
Energy relative to the best compared isomer or geometry (same formula, charge and spin)   12.0 kcal per mole
SMILES   Cc1c(C)n(C)c2ccc(C(=O)NCCCN(C)C3CCCCC3)cc12

Cartesian coordinates (Å):
C1 3.3523 1.4235 1.4827
C2 3.1902 0.5848 0.2605
C3 3.8138 0.7059 -0.9511
C4 4.8297 1.6899 -1.4117
N1 3.3630 -0.2760 -1.8123
C5 3.8220 -0.4524 -3.1595
C6 2.4420 -1.0445 -1.1605
C7 1.7107 -2.1515 -1.5780
C8 0.8343 -2.7191 -0.6815
C9 0.6590 -2.2006 0.6110
C10 -0.3685 -2.8457 1.4783
O1 -0.6176 -4.0366 1.4469
N2 -0.9989 -1.9725 2.3102
C11 -2.2237 -2.3232 2.9856
C12 -3.4634 -2.2440 2.0670
C13 -3.2611 -1.3317 0.8494
N3 -2.6861 -0.0367 1.1858
C14 -3.6625 0.8271 1.8161
C15 -1.9401 0.5652 0.0818
C16 -0.9913 1.6626 0.5735
C17 -0.0783 2.1030 -0.5674
C18 -0.9027 2.6241 -1.7404
C19 -1.8861 1.5592 -2.2158
C20 -2.7922 1.1167 -1.0708
C21 1.3992 -1.1118 1.0370
C22 2.3014 -0.5280 0.1532
H1 2.4234 1.9474 1.7095
H2 4.1404 2.1607 1.3549
H3 3.6006 0.7966 2.3385
H4 4.4502 2.2759 -2.2496
H5 5.0848 2.3710 -0.6058
H6 5.7393 1.1849 -1.7380
H7 3.2725 -1.2683 -3.6226
H8 3.6597 0.4555 -3.7462
H9 4.8883 -0.6939 -3.1812
H10 1.8195 -2.5643 -2.5703
H11 0.2516 -3.5841 -0.9603
H12 -0.9443 -0.9906 2.0773
H13 -2.1143 -3.3402 3.3674
H14 -2.3356 -1.6370 3.8281
H15 -3.6904 -3.2376 1.6790
H16 -4.3205 -1.9147 2.6550
H17 -4.2321 -1.2268 0.3358
H18 -2.5782 -1.8353 0.1607
H19 -3.2109 1.7870 2.0521
H20 -3.9836 0.3681 2.7501
H21 -4.5540 0.9958 1.1939
H22 -1.3103 -0.2384 -0.3237
H23 -1.5576 2.5263 0.9265
H24 -0.3943 1.2842 1.4051
H25 0.6029 2.8814 -0.2171
H26 0.5258 1.2538 -0.8931
H27 -0.2418 2.9126 -2.5605
H28 -1.4558 3.5136 -1.4288
H29 -2.4906 1.9500 -3.0376
H30 -1.3303 0.6953 -2.5889
H31 -3.3785 1.9695 -0.7220
H32 -3.4836 0.3475 -1.4219
H33 1.3027 -0.7333 2.0436

Atom charges from the Löwdin analysis, given in e for atoms 1 to 8: C -0.030; C -0.193; C -0.224; C -0.012; N -0.060; C -0.015; C -0.173; C -0.002

***

Record 7
The molecule C22H33N3O3S. Source: OMol25; level of theory: wB97M-V/def2-TZVPD.

## Properties
LUMO level   0.56 eV
Energy relative to the best compared isomer or geometry (same formula, charge and spin)   0.0 kcal per mole
SMILES   CC[C@@H](C(=O)NCCC(C)C)n1ccc2cc(S(=O)(=O)N3CCCCC3)ccc21

Cartesian coordinates (Å):
C1 -2.0609 3.7926 -4.1008
C2 -1.2206 3.7209 -2.8311
C3 -1.5794 2.4761 -2.0162
C4 -1.1409 1.1853 -2.7429
O1 -1.9256 0.4403 -3.2854
N1 0.1900 0.9900 -2.6990
C5 0.8178 -0.2693 -3.0305
C6 1.5017 -0.8641 -1.7977
C7 2.8050 -0.1420 -1.4235
C8 3.1284 -0.3556 0.0530
C9 3.9635 -0.6243 -2.2935
N2 -0.9966 2.4667 -0.6933
C10 0.1085 3.1457 -0.2512
C11 0.4484 2.7406 1.0043
C12 -0.4828 1.7345 1.3791
C13 -0.6641 0.9523 2.5205
C14 -1.7010 0.0520 2.5221
S1 -1.9618 -0.9779 3.9684
O2 -1.3707 -0.3181 5.0968
O3 -3.3501 -1.3340 4.0157
N3 -1.1181 -2.3922 3.7537
C15 -1.6148 -3.3453 2.7929
C16 -0.9395 -3.2065 1.4260
C17 0.5774 -3.2714 1.5917
C18 1.0333 -2.1856 2.5640
C19 0.3147 -2.3585 3.9034
C20 -2.5673 -0.1013 1.4394
C21 -2.4115 0.6570 0.2997
C22 -1.3679 1.5790 0.2792
H1 -1.7671 4.6509 -4.6994
H2 -3.1158 3.8882 -3.8561
H3 -1.9304 2.8921 -4.6954
H4 -0.1625 3.6997 -3.1025
H5 -1.4027 4.6083 -2.2201
H6 -2.6698 2.4300 -1.9098
H7 0.7523 1.6329 -2.1604
H8 1.5403 -0.1165 -3.8381
H9 0.0239 -0.9271 -3.3906
H10 1.7172 -1.9174 -1.9827
H11 0.7986 -0.8101 -0.9623
H12 2.6789 0.9353 -1.5859
H13 3.2167 -1.4171 0.2720
H14 4.0684 0.1265 0.3103
H15 2.3460 0.0637 0.6817
H16 4.1548 -1.6800 -2.1140
H17 3.7440 -0.4912 -3.3500
H18 4.8697 -0.0693 -2.0625
H19 0.5718 3.9017 -0.8552
H20 1.2573 3.1143 1.5989
H21 -0.0357 1.0516 3.3912
H22 -2.6916 -3.1892 2.7281
H23 -1.4315 -4.3513 3.1897
H24 -1.2147 -2.2513 0.9738
H25 -1.2863 -4.0063 0.7699
H26 1.0665 -3.1416 0.6240
H27 0.8588 -4.2514 1.9845
H28 0.7951 -1.2044 2.1487
H29 2.1116 -2.2392 2.7219
H30 0.5361 -1.5392 4.5875
H31 0.6297 -3.2996 4.3704
H32 -3.3716 -0.8130 1.5311
H33 -3.0729 0.5330 -0.5431

Atom charges from the Löwdin analysis, given in e for atoms 1 to 8: C -0.081; C -0.201; C -0.197; C -0.465; O 0.078; N 0.089; C -0.157; C -0.159